Computed, not measured: 12 unconnected molecules or ions with the total composition C48H72O24 at a distorted geometry, with ωB97M-V/def2-TZVPD.

The calculation puts the lowest unoccupied orbital energy at 0.44 eV. Its SMILES is O=C1CCCO1.O=C1CCCO1.O=C1CCCO1.O=C1CCCO1.O=C1CCCO1.O=C1CCCO1.O=C1CCCO1.O=C1CCCO1.O=C1CCCO1.O=C1CCCO1.O=C1CCCO1.O=C1CCCO1. The gap between HOMO and LUMO is 10.1 eV. For the energy above the lowest of the compared OMol25 structures with the same formula, charge and spin, the calculation gives 215.93 kJ/mol. For the total energy, the calculation gives -100085.2248 eV. As for the maximum force: 3.303 eV/A.

Each line ends with the Mulliken charge.
Cartesian coordinates (Å):
O 1.9647 -1.9264 5.6138  -0.6256
C 2.2272 -2.2148 4.4654  0.3227
C 2.5440 -1.2598 3.3579  0.6609
C 3.2228 -2.1402 2.2895  0.8603
C 2.5036 -3.3992 2.4945  -0.6176
O 2.1820 -3.4371 4.0104  -0.4080
H 1.5648 -0.8780 3.0338  -0.7135
H 3.0943 -0.4165 3.7527  0.5723
H 3.0966 -1.8765 1.2278  -1.0732
H 4.2759 -2.1723 2.3833  0.3977
H 1.5179 -3.3463 2.0687  0.2256
H 3.0445 -4.3295 2.3534  0.3760
O -1.4527 3.8891 -5.0062  -0.5909
C -1.5757 2.9752 -5.7744  0.5310
C -0.9461 2.7235 -7.1425  -0.4566
C -1.3745 1.3621 -7.5491  -0.5933
C -2.1071 0.8067 -6.2716  0.3559
O -2.2665 1.9028 -5.4313  -0.3169
H -1.2173 3.5619 -7.8433  0.3072
H 0.1855 2.7728 -6.9547  0.2201
H -2.1597 1.3440 -8.3204  0.3125
H -0.5526 0.7309 -7.9032  0.2657
H -3.0315 0.3762 -6.5901  0.4195
H -1.4735 0.0662 -5.7919  -0.2890
O -0.7588 4.4104 -0.5780  -0.4852
C -0.4438 4.7476 0.5401  0.2715
C -1.3163 5.1441 1.7525  0.1807
C -0.3664 5.8085 2.7826  -0.6942
C 0.8999 5.1057 2.3571  -0.0098
O 0.8497 4.7595 0.9269  -0.2938
H -2.2365 5.6521 1.5642  0.7498
H -1.5726 4.1981 2.2049  -0.5658
H -0.4172 6.8774 2.4785  0.3534
H -0.5360 5.7117 3.8402  0.2290
H 1.7775 5.7915 2.4489  0.3650
H 1.0201 4.1667 2.8740  -0.0672
O 0.4215 -6.7063 -5.4149  -0.6096
C 0.3594 -5.7947 -6.1880  0.5770
C 0.7376 -5.7369 -7.6344  -0.6684
C 0.1186 -4.4946 -8.1740  -0.3838
C 0.1767 -3.6133 -6.9108  -0.2799
O 0.0342 -4.5622 -5.7819  -0.2640
H 1.7405 -5.7249 -7.8488  0.2835
H 0.4125 -6.6981 -8.0213  0.3386
H 0.6750 -3.9579 -8.9426  0.3393
H -0.9181 -4.6798 -8.4650  0.2658
H 1.1047 -3.1021 -6.7924  0.2081
H -0.6332 -2.9187 -6.8140  0.2190
O -2.9296 1.4087 0.3902  -0.4513
C -3.4612 2.1653 -0.3588  -0.1399
C -4.5753 3.1165 0.0044  -0.4069
C -5.1092 3.6471 -1.3735  -0.7502
C -3.8004 3.4634 -2.1933  -0.3422
O -3.1021 2.3356 -1.6472  0.2127
H -5.2566 2.6159 0.6770  0.4881
H -4.0989 3.8819 0.6961  0.0106
H -5.9237 3.1271 -1.8272  0.3260
H -5.3255 4.7022 -1.3608  0.3469
H -3.9581 3.2537 -3.2676  0.1608
H -3.1478 4.3599 -2.1595  0.2738
O -0.4115 -0.3638 -4.2186  -1.0667
C -0.1705 0.2066 -3.2002  0.7005
C 0.3076 1.6265 -2.9607  -0.5060
C 0.1520 1.8386 -1.4677  0.7718
C 0.2058 0.3987 -0.9184  0.7826
O -0.2485 -0.4077 -2.0393  -0.0581
H 1.4047 1.7298 -3.2313  0.1813
H -0.2013 2.3020 -3.6292  -0.2379
H 0.8352 2.4742 -0.9938  0.9977
H -0.7897 2.2481 -1.3698  -1.1991
H 1.1094 -0.1178 -0.5424  -0.9525
H -0.4746 0.2710 -0.0929  0.1433
O 2.8873 1.8442 3.7743  -0.4252
C 2.3323 2.2937 4.7519  0.2943
C 1.7235 1.5447 5.8427  0.4901
C 0.8558 2.5880 6.6264  -0.4430
C 1.4173 3.8969 6.0728  -0.3089
O 2.2703 3.6081 4.9176  -0.4306
H 1.1563 0.6842 5.5244  -0.7603
H 2.4217 0.9945 6.3924  0.7821
H -0.1887 2.5121 6.2407  0.0390
H 0.9250 2.5371 7.7428  0.4592
H 0.7180 4.6672 5.7230  0.0897
H 2.0666 4.3381 6.8535  0.3229
O 0.8817 -2.9451 -0.4147  -0.5040
C 1.6009 -2.8916 -1.3492  0.2545
C 1.3613 -3.3222 -2.7363  0.3287
C 2.4842 -2.6356 -3.5612  -0.6677
C 3.5294 -2.3501 -2.5399  -0.6171
O 2.7708 -2.1827 -1.2521  -0.2810
H 1.2475 -4.4191 -2.7661  0.5387
H 0.3691 -3.0108 -3.0150  -0.3795
H 2.8309 -3.3764 -4.2711  0.2692
H 2.0707 -1.8538 -4.0961  0.3755
H 4.2031 -3.2044 -2.4381  0.3395
H 4.0620 -1.3917 -2.7015  0.2190
O 3.5074 0.6573 -2.5171  -0.6075
C 3.7396 1.0584 -1.4050  0.5773
C 4.5100 0.2455 -0.2970  0.2189
C 4.4795 1.1564 0.9054  -0.4836
C 3.2992 2.0762 0.5647  0.1398
O 3.2659 2.1788 -0.8748  -0.4081
H 3.9847 -0.6871 -0.1918  -0.6391
H 5.5166 0.0650 -0.6703  0.5401
H 4.3142 0.7886 1.9171  0.2476
H 5.4435 1.7173 0.7819  0.2634
H 2.4497 1.5173 0.8650  -0.4316
H 3.3508 3.0369 0.9734  0.7676
O -0.6920 -0.6314 5.8814  -0.5282
C -0.5017 -1.7667 6.2523  0.4515
C -0.1096 -2.2394 7.6209  -0.6724
C 0.3782 -3.6789 7.3269  -0.4021
C -0.4004 -4.0672 6.0774  -0.5499
O -0.7690 -2.8492 5.4106  -0.2344
H 0.6994 -1.6129 7.9465  0.2513
H -0.9831 -1.9371 8.2251  0.3901
H 1.4390 -3.5857 7.0414  0.1087
H 0.2536 -4.4185 8.1311  0.4639
H 0.1534 -4.6652 5.3547  0.2295
H -1.3404 -4.6161 6.2857  0.3812
O -0.6159 2.8966 3.8288  -0.6752
C -1.1336 1.8274 3.5790  -0.3530
C -0.7690 0.9273 2.4410  3.6846
C -1.5001 -0.3115 2.6844  1.7778
C -2.6158 0.1531 3.6553  -0.9848
O -2.0579 1.3401 4.3413  -0.4000
H -1.1376 1.5097 1.5787  -1.5049
H 0.3342 0.8808 2.4931  -0.8913
H -1.9500 -0.7878 1.7909  -0.9739
H -0.9417 -1.0913 3.2590  -0.0742
H -3.4301 0.5295 3.0199  0.3866
H -2.8997 -0.5703 4.3971  0.4729
O -2.2496 -3.5979 1.1774  -0.6465
C -2.5580 -3.0898 0.1374  0.5821
C -2.7747 -3.6891 -1.2673  -0.1214
C -3.9044 -2.8266 -1.9215  -0.5989
C -3.5681 -1.5279 -1.2631  0.3236
O -2.9052 -1.7978 0.0490  -0.1924
H -1.8640 -3.6011 -1.8682  -0.3419
H -2.9615 -4.7747 -1.1235  0.4341
H -3.8484 -2.6895 -3.0152  0.3766
H -4.8328 -3.2660 -1.5318  0.2906
H -2.8207 -1.0505 -1.8680  -0.4076
H -4.4067 -0.8418 -1.0915  0.2911